1.
Density functional theory data (ωB97M-V/def2-TZVPD) for C32H36FN13O3PReS2 as an isolated structure.

Calculated values
- molecular weight (g mol⁻¹) = 951.041
- multiplicity = 2
- total charge = +3
- LUMO level (alpha / beta) (eV) = -8.84 / -8.06

Each line ends with the Löwdin charge.
Atoms and positions in Å:
Re1 1.0110 1.9984 0.5659  0.8829
N1 -0.7643 0.8204 4.2711  0.0798
C1 0.1949 1.2581 3.4727  -0.1347
N2 -0.3291 1.5922 2.2935  0.0019
C2 -1.6725 1.3158 2.4580  -0.2529
N3 -1.9482 0.8467 3.6521  0.1564
C3 -2.7432 1.5001 1.4632  -0.2086
C4 -4.0412 1.0751 1.7446  -0.0517
N4 -5.0194 1.2261 0.8640  0.1105
C5 -4.7116 1.8205 -0.2797  -0.0865
C6 -3.4208 2.2573 -0.5526  -0.1021
N5 -2.4339 2.0864 0.3164  0.0558
H1 -0.6919 0.4794 5.2192  0.1854
H2 1.2383 1.2720 3.7360  0.1338
H3 -4.2854 0.6085 2.6902  0.1214
H4 -5.5104 1.9604 -0.9974  0.1198
H5 -3.1840 2.7600 -1.4837  0.1127
C7 1.6933 -5.7285 -0.3390  -0.0454
C8 0.8035 -5.1189 0.7288  -0.1605
N6 0.5470 -3.6823 0.4873  -0.0036
C9 1.2529 -2.7858 1.1688  0.0670
C10 1.1694 -1.4183 0.9870  -0.0182
C11 2.0520 -0.5759 1.8447  -0.5585
O1 2.6019 -1.0217 2.8218  0.1157
O2 2.2100 0.6848 1.4746  -0.2835
C12 0.2608 -0.9124 0.0335  -0.2564
O3 0.0815 0.3175 -0.2165  -0.1878
C13 -0.5358 -1.8834 -0.6923  -0.0414
C14 -1.4706 -1.4554 -1.6427  0.1015
C15 -2.1977 -2.3697 -2.3453  -0.1747
F1 -3.0338 -1.9197 -3.2954  0.0902
C16 -2.0728 -3.7621 -2.1368  -0.1296
C17 -1.1463 -4.1789 -1.1944  0.0734
C18 -0.3718 -3.2591 -0.4719  -0.0979
N7 -2.8209 -4.7214 -2.8472  -0.0840
C19 -2.0266 -5.6925 -3.6107  -0.1155
C20 -2.9472 -6.5933 -4.4276  -0.0758
N8 -4.1833 -6.8357 -3.6187  0.0687
C21 -5.0041 -5.5728 -3.5304  -0.0590
C22 -4.0740 -4.3539 -3.4945  -0.1327
H6 1.8454 -6.7847 -0.1232  0.0940
H7 2.6695 -5.2456 -0.3509  0.0917
H8 1.2623 -5.6404 -1.3354  0.0699
H9 1.2770 -5.1825 1.7065  0.1308
H10 -0.1585 -5.6227 0.8186  0.1238
H11 1.9437 -3.1678 1.9102  0.1612
H12 -1.5941 -0.4016 -1.8435  0.1408
H13 -1.0440 -5.2349 -1.0035  0.1125
H14 -1.4441 -6.3087 -2.9234  0.1227
H15 -1.3229 -5.2056 -4.2959  0.1491
H16 -2.4756 -7.5473 -4.6541  0.1474
H17 -3.2755 -6.1352 -5.3592  0.1443
H18 -3.9139 -7.1274 -2.6772  0.1865
H19 -4.7432 -7.5926 -4.0149  0.1929
H20 -5.6231 -5.6562 -2.6394  0.1417
H21 -5.6463 -5.5502 -4.4096  0.1452
H22 -4.5722 -3.5870 -2.9080  0.1390
H23 -3.9291 -3.9473 -4.5001  0.1368
S1 -0.1731 3.6477 -0.5344  0.7528
C23 0.5005 3.7701 -2.0937  -0.6668
C24 -0.1221 4.6716 -3.0066  -0.2567
N9 -0.6485 5.4031 -3.7186  0.2211
C25 1.6263 3.0403 -2.4463  -0.6853
S2 2.4260 2.0674 -1.3206  0.7804
C26 2.1951 3.1559 -3.7502  -0.2447
N10 2.6697 3.2402 -4.7920  0.2300
C27 3.0964 6.5941 2.5494  -0.0900
N11 3.8906 5.9075 1.4203  -0.0586
C28 5.0701 5.1498 2.0672  -0.0882
N12 4.6012 4.2432 3.0486  -0.1366
C29 3.8437 4.9468 4.0797  -0.1322
N13 2.6887 5.6461 3.5202  -0.1382
C30 1.6571 4.7276 3.0369  -0.2609
P1 2.3166 3.6443 1.6999  0.8661
C31 3.0231 4.9796 0.6287  -0.2300
C32 3.8851 3.0951 2.4929  -0.2531
H24 2.2477 7.0944 2.0826  0.1529
H25 3.7725 7.3309 2.9850  0.1553
H26 4.2636 6.6257 0.7950  0.1921
H27 5.7044 5.9155 2.5160  0.1552
H28 5.6034 4.6451 1.2617  0.1534
H29 4.4965 5.6754 4.5626  0.1497
H30 3.5066 4.2342 4.8308  0.1456
H31 0.7964 5.2895 2.6633  0.1116
H32 1.3040 4.1184 3.8716  0.1003
H33 2.2181 5.5580 0.1691  0.1073
H34 3.6265 4.5318 -0.1639  0.0982
H35 4.5027 2.5832 1.7509  0.1158
H36 3.6803 2.3674 3.2796  0.1074



2.
Density functional theory data (ωB97M-V/def2-TZVPD) for the molecule C15H16O4.

Calculated values
- molecular weight (g mol⁻¹) = 260.289
- LUMO level (eV) = -1.14

Each line ends with the Löwdin charge.
Atoms and positions in Å:
C1 3.7530 -2.3383 0.7380  -0.0861
C2 2.6822 -1.1671 0.3989  -0.2112
C3 2.5981 0.1359 1.2439  -0.0310
C4 1.5348 1.1862 0.8496  -0.0109
C5 0.5158 1.0297 -0.3406  -0.0754
C6 -0.5503 2.1666 -0.6852  -0.3412
C7 0.2704 3.5584 -0.8747  -0.0953
C8 -1.6131 2.4481 0.5079  -0.0739
C9 0.5806 -0.2811 -1.1612  -0.1658
O1 -0.2542 -0.6502 -2.2567  -0.1095
C10 -1.6375 -0.8303 -1.8989  -0.1277
C11 -1.9391 -1.4764 -0.4858  -0.0410
C12 -1.3442 -2.4951 0.2976  0.1302
C13 -2.2058 -2.6222 1.6579  -0.3092
O2 -1.7866 -3.3080 2.6275  0.0840
O3 -3.3912 -1.8343 1.5681  0.0882
C14 -3.2019 -1.0286 0.3721  -0.2900
O4 -4.0666 -0.1485 0.1721  0.0917
C15 1.6811 -1.3414 -0.7645  0.0207
H1 3.1425 -3.2005 1.1795  0.0804
H2 4.3189 -2.6813 -0.1907  0.0799
H3 4.4334 -1.8951 1.5492  0.0751
H4 3.3250 0.2357 2.1165  0.0933
H5 1.4943 2.1474 1.4823  0.0951
H6 -1.0471 1.9248 -1.6827  0.1213
H7 1.0351 3.7058 -0.0230  0.0731
H8 0.8134 3.5261 -1.8914  0.0912
H9 -0.4806 4.4191 -0.7907  0.0764
H10 -1.1096 2.6538 1.5180  0.0882
H11 -2.3101 1.5571 0.6622  0.0534
H12 -2.2736 3.3478 0.2064  0.0900
H13 -2.2132 0.1676 -2.0283  0.1365
H14 -2.0993 -1.5345 -2.6951  0.1554
H15 -0.4080 -3.0610 -0.0053  0.1330
H16 1.7534 -2.3159 -1.3728  0.1112



3.
Density functional theory data (ωB97M-V/def2-TZVPD) for C32H33N7O8PSTi as an isolated structure.

Calculated values
- molecular weight (g mol⁻¹) = 754.565
- multiplicity = 2
- total charge = -2
- LUMO level (alpha / beta) (eV) = 4.20 / 4.13

Each line ends with the Löwdin charge.
Atoms and positions in Å:
Ti1 -0.3295 0.2946 -0.0775  0.7689
O1 1.6296 1.0433 -0.5686  -0.2182
N1 2.4603 1.5950 0.2860  -0.2020
C1 3.7246 1.8034 -0.1389  -0.0240
C2 4.6501 2.4240 0.6581  -0.0827
C3 4.2650 2.8362 1.9353  -0.1006
C4 2.9808 2.5909 2.3599  -0.1064
C5 2.0462 1.9369 1.5452  -0.6516
S1 0.4461 1.5500 2.0043  0.7091
H1 3.8956 1.4437 -1.1423  0.1339
H2 5.6525 2.5770 0.2853  0.0941
H3 4.9656 3.3433 2.5865  0.0948
H4 2.6442 2.8877 3.3434  0.0979
O2 1.4384 -5.0836 -2.6835  0.0744
C6 1.0502 -4.0542 -2.1692  -0.2814
C7 0.1662 -3.0192 -2.8292  -0.2903
O3 -0.3258 -3.1073 -3.9411  0.0671
C8 0.0357 -1.9392 -1.8439  -0.2910
C9 0.6867 -2.3077 -0.6425  -0.2760
O4 0.6246 -1.5199 0.3793  -0.1397
C10 1.3589 -3.5879 -0.7656  -0.3129
O5 2.0305 -4.1914 0.0623  0.0453
O6 -0.5650 -0.8288 -1.9247  -0.0678
C11 -2.8923 -2.5580 3.1007  -0.2675
P1 -1.2292 -1.7702 3.0692  1.0144
C12 -0.1317 -3.1590 3.5203  -0.3734
C13 1.2327 -2.8611 3.5929  -0.1085
C14 2.1720 -3.8616 3.7663  -0.0876
C15 1.7721 -5.1898 3.8398  -0.1056
C16 0.4269 -5.5032 3.7384  -0.1020
C17 -0.5172 -4.4957 3.5796  -0.0952
C18 -1.3102 -0.8116 4.6297  -0.3443
C19 -0.6220 -1.1240 5.8004  -0.0890
C20 -0.7134 -0.3049 6.9188  -0.1098
C21 -1.4956 0.8397 6.8901  -0.1206
C22 -2.1858 1.1623 5.7281  -0.0990
C23 -2.0936 0.3485 4.6105  -0.1128
H5 -3.0613 -3.1793 3.9824  0.0334
H6 -3.0193 -3.1499 2.1927  0.0441
H7 -3.6313 -1.7572 3.0766  0.0323
H8 1.5549 -1.8333 3.4630  0.1110
H9 3.2247 -3.6093 3.7944  0.0988
H10 2.5103 -5.9766 3.9344  0.0912
H11 0.1075 -6.5386 3.7611  0.0912
H12 -1.5617 -4.7653 3.4871  0.0819
H13 -0.0057 -2.0132 5.8407  0.0921
H14 -0.1680 -0.5673 7.8185  0.0900
H15 -1.5624 1.4793 7.7624  0.0867
H16 -2.7874 2.0626 5.6847  0.0949
H17 -2.6054 0.6181 3.6943  0.0749
C24 -1.4589 1.6135 -4.1686  -0.0412
N2 -0.4895 2.6761 -4.3642  -0.0802
C25 -1.0144 4.0196 -4.5082  -0.1754
C26 0.0224 4.9100 -5.1647  -0.1619
C27 1.2892 4.8559 -4.3333  -0.1860
N3 1.7136 3.4783 -4.1780  -0.0878
C28 3.0543 3.2889 -3.6723  -0.0684
C29 0.8260 2.4167 -4.0646  -0.4884
O7 1.2106 1.2952 -3.7836  0.0522
H18 -2.0445 1.4711 -5.0829  0.0809
H19 -2.1351 1.8551 -3.3438  0.0771
H20 -0.9418 0.6933 -3.9094  0.0725
H21 -1.2994 4.4356 -3.5350  0.1002
H22 -1.9208 3.9592 -5.1182  0.1152
H23 -0.3412 5.9375 -5.2319  0.1079
H24 0.2287 4.5460 -6.1757  0.1122
H25 1.1197 5.3255 -3.3570  0.0912
H26 2.0991 5.4022 -4.8296  0.1126
H27 3.7814 3.6865 -4.3890  0.0768
H28 3.2203 2.2235 -3.5373  0.0753
H29 3.1818 3.8034 -2.7138  0.0701
N4 0.0802 6.4994 -0.8987  0.0450
C30 -0.0214 5.1127 -1.1413  -0.5516
N5 1.1854 4.4158 -0.9798  0.1023
N6 -1.2714 4.5398 -1.0034  0.0651
C31 -1.2936 3.2685 -0.8827  -0.3768
N7 -1.3081 2.0978 -0.7711  0.0817
H30 0.6533 6.6921 -0.0656  0.0466
H31 -0.8501 6.8518 -0.7054  0.0535
H32 1.6601 4.6497 -0.0969  0.0763
H33 1.0515 3.4066 -0.9998  0.0533
O8 -2.2259 -0.5484 0.1810  -0.1676
C32 -1.9555 -0.0542 1.2425  -0.3454



4.
Density functional theory data (ωB97M-V/def2-TZVPD) for C21H59MgN6O9 as an isolated structure.

Calculated values
- molecular weight (g mol⁻¹) = 564.041
- total charge = +1
- LUMO level (eV) = -5.93

Each line ends with the Löwdin charge.
Atoms and positions in Å:
Mg1 1.8535 -0.9294 -3.5853  1.3078
N1 -0.2723 0.3495 -0.1532  -0.6460
O1 -0.0466 0.2683 -1.4108  -0.1552
O2 0.4828 -0.2165 0.6425  -0.0559
O3 -1.0267 1.1633 0.3019  0.0146
C1 9.0120 -1.4961 5.3252  -0.0637
C2 8.3786 -0.3046 4.6936  -0.4878
C3 6.8623 -0.4036 4.6714  -0.1943
O4 6.2829 0.8682 4.2304  -0.2088
C4 4.8901 0.7524 3.7844  -0.0685
N2 8.8070 0.9156 5.3048  0.0515
H1 9.9470 -1.3032 5.8511  0.0859
H2 9.1311 -2.3253 4.6278  0.0778
H3 8.3017 -1.9406 6.0223  0.0741
H4 8.6316 -0.2490 3.6348  0.1325
H5 6.4748 -0.7287 5.6369  0.1222
H6 6.5601 -1.2436 4.0460  0.1126
H7 4.8341 -0.2005 3.2580  0.0694
H8 4.4579 1.5023 3.1219  0.0779
H9 4.2577 0.8448 4.6674  0.0865
H10 8.9589 0.8778 6.3026  0.0768
H11 7.9872 1.4808 5.1356  0.0560
C5 -0.1032 1.4067 -7.5247  -0.0303
C6 0.8939 0.9971 -6.4484  -0.4628
C7 1.3878 2.1519 -5.6635  -0.2098
O5 2.2133 1.5766 -4.6998  -0.2551
C8 2.8629 2.6070 -3.8920  -0.0400
N3 0.4219 -0.0945 -5.6425  0.0463
H12 0.4224 2.0973 -8.1842  0.1009
H13 -0.9824 1.7781 -6.9981  0.0947
H14 -0.5686 0.6396 -8.1436  0.0912
H15 1.7013 0.5662 -7.0404  0.1486
H16 0.5934 2.5852 -5.0559  0.1472
H17 1.7890 3.0009 -6.2171  0.1519
H18 3.5033 3.3282 -4.3997  0.1037
H19 3.6233 2.1188 -3.2824  0.0860
H20 2.1331 3.0263 -3.1993  0.1088
H21 0.2604 -0.7926 -6.3543  0.0986
H22 -0.5544 0.1384 -5.5299  0.1036
C9 3.8976 -3.9146 0.0821  -0.0351
C10 3.2862 -3.5308 -1.3202  -0.4136
C11 1.9158 -4.1851 -1.5146  -0.1890
O6 1.2761 -3.6403 -2.6657  -0.2584
C12 0.0208 -4.3051 -3.1299  -0.0229
N4 3.1826 -2.0797 -1.4011  0.0469
H23 3.3069 -3.6932 0.9710  0.0923
H24 4.8141 -3.3825 0.3369  0.0809
H25 4.1854 -4.9657 0.0595  0.0877
H26 3.9897 -3.9469 -2.0413  0.1399
H27 1.3026 -3.8293 -0.6867  0.1430
H28 2.1359 -5.2523 -1.4882  0.1423
H29 -0.6662 -3.5396 -3.4906  0.0868
H30 -0.3941 -4.9898 -2.3902  0.0956
H31 0.2495 -5.0276 -3.9133  0.0855
H32 4.1407 -1.8376 -1.1925  0.0860
H33 2.8459 -1.9297 -0.4607  0.0852
C13 -7.1777 4.1648 -0.7927  -0.0549
C14 -5.9825 3.1817 -0.6922  -0.4553
C15 -5.0485 3.1635 -1.8979  -0.2096
O7 -5.7551 2.9127 -3.0967  -0.1989
C16 -5.8683 3.9527 -4.0041  -0.1320
N5 -5.2643 3.4437 0.5322  0.0437
H34 -7.6985 3.9039 0.1286  0.0752
H35 -7.8378 3.9891 -1.6420  0.0738
H36 -6.8680 5.2072 -0.7180  0.0751
H37 -6.4827 2.2135 -0.7130  0.1356
H38 -4.2738 2.4026 -1.8033  0.1201
H39 -4.5473 4.1312 -1.9173  0.1191
H40 -6.5041 4.7407 -3.6006  0.0851
H41 -6.3893 3.3806 -4.7718  0.0924
H42 -4.9454 4.3066 -4.4636  0.0832
H43 -4.6182 2.6977 0.7471  0.0733
H44 -4.8755 4.3746 0.4839  0.0747
C17 -5.7986 -2.5103 4.1126  -0.0573
C18 -4.3404 -2.7584 3.7566  -0.4334
C19 -4.0117 -2.1016 2.3871  -0.1867
O8 -4.8265 -2.7985 1.4514  -0.2427
C20 -4.8940 -2.5011 0.0766  -0.0925
N6 -3.5107 -2.0659 4.6950  0.0353
H45 -6.2237 -2.9712 5.0042  0.0832
H46 -6.3617 -2.8356 3.2378  0.0760
H47 -5.9886 -1.4460 4.2507  0.0804
H48 -4.1237 -3.8171 3.6146  0.1356
H49 -2.9957 -2.0575 1.9949  0.1199
H50 -4.3361 -1.0610 2.3951  0.1233
H51 -5.4169 -3.1193 -0.6531  0.0875
H52 -3.8061 -2.5282 0.0146  0.0731
H53 -5.1648 -1.4612 -0.1059  0.0768
H54 -2.7313 -1.5365 4.3312  0.0680
H55 -4.1735 -1.3523 4.9622  0.0559
C21 -0.8957 2.8863 5.1054  -0.1818
O9 -0.7205 1.6253 4.5126  -0.1169
H56 -1.5594 3.5746 4.5822  0.0765
H57 -1.3104 2.7953 6.1094  0.0769
H58 0.0955 3.3233 5.2263  0.0722
H59 -0.6213 1.7870 3.5716  0.0674



5.
Density functional theory data (ωB97M-V/def2-TZVPD) for C4H5FeLiO6 as an isolated structure.

Calculated values
- molecular weight (g mol⁻¹) = 211.864
- multiplicity = 5
- LUMO level (alpha / beta) (eV) = -0.73 / -0.92

Each line ends with the Löwdin charge.
Atoms and positions in Å:
O1 -0.3670 0.5143 -1.7900  -0.1085
C1 0.6360 -0.4861 -1.8403  -0.2206
C2 1.6265 -0.3302 -0.6845  -0.1452
O2 1.0553 0.1425 0.5242  -0.0111
C3 0.1117 -0.6284 1.1880  -0.7242
O3 -0.5985 -1.4200 0.5022  -0.0613
O4 0.3076 -0.7773 2.4658  -0.1314
H1 -0.2866 1.1928 -2.4614  0.1101
H2 1.1971 -0.4319 -2.7848  0.1305
H3 0.1054 -1.4421 -1.7899  0.1135
H4 2.3765 0.4294 -0.9396  0.1341
H5 2.1366 -1.2916 -0.5203  0.1413
O5 -1.5638 1.6800 2.8142  -0.1709
C4 -1.5883 1.1578 1.6180  -0.5992
O6 -2.2555 1.7486 0.7386  -0.1221
Li1 -1.6528 0.1482 -0.3532  0.7051
Fe1 -1.2404 -0.2059 3.3131  0.9599



6.
Density functional theory data (ωB97M-V/def2-TZVPD) for an isolated ion of composition C2H8BrN3 and charge +2.

Calculated values
- molecular weight (g mol⁻¹) = 154.011
- total charge = +2
- LUMO level (eV) = -8.99

Each line ends with the Löwdin charge.
Atoms and positions in Å:
C1 0.0732 0.4382 0.5871  -0.3509
C2 -0.6822 -0.0641 -0.6883  -0.0347
N1 1.0929 1.2944 0.4210  0.2241
N2 -0.4572 0.1333 1.7653  -0.2681
N3 -0.0573 -1.1941 -1.3764  0.2207
Br1 0.5170 0.3822 3.4191  0.8858
H1 -1.7440 -0.3963 -0.3471  0.1921
H2 -0.7517 0.8165 -1.3497  0.1622
H3 1.6549 1.3966 -0.4241  0.1590
H4 1.4261 1.9660 1.0759  0.1203
H5 -1.3554 -0.2774 1.9536  0.1084
H6 -0.5197 -1.2405 -2.3386  0.2311
H7 -0.1121 -2.0814 -0.9943  0.1517
H8 0.9155 -1.1735 -1.7034  0.1981



- Which value of molecular weight does entry 5 give?
  211.864 g mol⁻¹



- What is the formula in the first record?
  C32H36FN13O3PReS2



- Which of these has the lowest molecular weight?
  C2H8BrN3